1.
The following is a quantum chemistry calculation of a molecular structure, C43H55CsN7O5P2, from the Open Molecules 2025 dataset.

```
113
Properties=species:S:1:pos:R:3:forces:R:3
Cs 1.06577 0.96371 -1.02988 0.201 -0.515 0.095
C -2.88243 1.14601 -1.22236 -0.093 -0.058 0.154
O -3.45443 0.24834 -0.28246 -0.067 -0.118 -0.031
C -3.39898 0.72460 1.04263 0.148 -0.008 0.053
C -1.97265 0.93834 1.55388 -0.153 -0.043 0.015
O -1.12223 -0.16764 1.31439 0.043 0.058 0.006
C -1.43418 -1.30301 2.09344 -0.047 0.067 0.000
H -3.55883 1.99100 -1.39668 0.029 0.038 -0.040
H -2.72917 0.58118 -2.13871 0.026 0.069 -0.055
H -1.93392 1.53601 -0.85485 0.020 0.094 -0.224
H -3.92434 -0.02326 1.64215 0.015 0.042 0.007
H -3.93595 1.68073 1.14679 0.000 -0.027 -0.012
H -2.03660 1.15028 2.63259 0.057 -0.017 -0.024
H -1.50013 1.79093 1.06540 -0.017 0.020 0.097
H -1.50523 -1.03242 3.15411 0.003 -0.023 0.030
H -0.62519 -2.01359 1.94677 -0.047 -0.040 0.041
H -2.37860 -1.76063 1.77574 -0.033 -0.016 0.008
N 1.20209 -2.76474 0.68954 -0.040 -0.160 -0.139
C 2.14313 -3.35019 1.52851 -0.054 -0.011 0.029
C 2.29209 -4.74017 1.54809 -0.025 -0.005 -0.010
C 3.18244 -5.34730 2.41182 0.012 0.060 0.021
C 3.95426 -4.57786 3.27384 0.031 -0.117 0.023
C 3.80917 -3.20120 3.26235 -0.062 0.057 -0.041
C 2.90103 -2.56732 2.41607 0.152 0.029 0.057
P 2.67722 -0.74752 2.37659 -0.169 -0.009 -0.234
C 1.51740 -0.46425 3.76324 -0.039 0.028 0.053
C 0.91253 0.79392 3.79951 0.026 -0.026 -0.017
C 0.00697 1.11325 4.80013 0.025 -0.008 -0.035
C -0.32530 0.16834 5.76159 -0.026 0.003 0.023
C 0.25478 -1.09148 5.72118 -0.020 -0.018 0.036
C 1.17416 -1.40673 4.73021 0.059 0.049 -0.050
C 4.27151 -0.17588 3.05785 0.047 -0.032 -0.058
C 4.49653 0.18350 4.38203 -0.015 0.005 -0.007
C 5.75363 0.61360 4.78717 0.015 0.002 0.038
C 6.79576 0.67969 3.87536 -0.001 -0.001 -0.008
C 6.57666 0.32609 2.54979 0.010 -0.001 -0.017
C 5.32070 -0.08859 2.13965 -0.034 0.004 0.077
H 0.88314 -3.37765 -0.04851 0.088 0.056 0.008
H 1.50102 -1.87724 0.30549 0.110 0.057 -0.060
H 1.70707 -5.33874 0.85895 -0.013 -0.012 -0.014
H 3.28452 -6.42522 2.40007 0.012 -0.015 0.009
H 4.66539 -5.04631 3.94087 0.016 -0.007 0.016
H 4.41554 -2.59567 3.92609 -0.003 -0.002 -0.004
H 1.14910 1.51563 3.02429 -0.018 0.048 -0.011
H -0.44988 2.09421 4.81820 -0.010 0.024 -0.006
H -1.04320 0.41141 6.53544 0.003 -0.004 0.005
H -0.00897 -1.83344 6.46461 -0.005 -0.011 0.010
H 1.62380 -2.39156 4.70429 -0.003 -0.016 -0.006
H 3.68728 0.13115 5.09961 -0.019 0.005 0.013
H 5.91723 0.89650 5.81999 0.000 -0.001 -0.001
H 7.77542 1.01451 4.19216 0.006 0.006 0.008
H 7.38273 0.38756 1.83053 0.017 0.002 -0.016
H 5.13654 -0.34650 1.10277 0.017 -0.004 -0.045
N 3.34502 -1.17503 -1.33357 0.164 -0.160 0.056
C 3.77142 -0.75078 -2.33365 0.096 0.231 0.115
N 4.26989 -0.19604 -3.41633 -0.621 -0.365 -0.225
C 3.50271 -0.40795 -4.48538 0.528 0.124 0.326
N 2.88929 -0.57065 -5.45669 -0.170 0.009 -0.243
O -0.08762 -0.53658 -2.93611 -0.237 0.072 -0.395
P -0.96624 -1.44735 -3.69175 -0.042 -0.424 -0.199
N -2.31140 -1.85964 -2.81471 0.256 -0.402 0.109
C -1.99602 -2.44034 -1.48804 -0.051 0.015 -0.012
C -3.29256 -3.11526 -1.04530 -0.018 -0.004 -0.016
C -3.98477 -3.45404 -2.36312 0.002 0.020 0.012
C -3.66547 -2.23063 -3.21597 -0.094 0.185 -0.059
N -0.08892 -2.83374 -3.98776 -0.247 -0.026 -0.158
C -0.64011 -4.07059 -4.53298 0.049 -0.023 0.083
C 0.30489 -5.18799 -4.03737 0.028 0.004 0.035
C 1.17456 -4.50973 -2.97506 -0.044 -0.025 -0.039
C 1.26160 -3.07614 -3.47917 0.102 0.161 0.107
N -1.53264 -0.78041 -5.10036 -0.032 0.064 0.179
C -0.66137 0.27190 -5.69098 0.097 -0.009 0.005
C -1.06401 0.29760 -7.16212 0.031 -0.059 0.012
C -1.44693 -1.15525 -7.43181 0.006 0.008 0.025
C -2.21820 -1.51872 -6.16711 -0.017 0.073 -0.022
H -1.68859 -1.66420 -0.78850 0.057 0.039 0.007
H -1.18355 -3.17083 -1.58454 0.018 -0.016 0.001
H -3.88825 -2.39771 -0.48034 -0.047 0.011 0.010
H -3.10906 -3.98900 -0.42013 0.004 0.018 0.026
H -5.05704 -3.62335 -2.26467 -0.012 0.000 0.014
H -3.53569 -4.34819 -2.80393 -0.001 -0.012 -0.027
H -4.36431 -1.42137 -2.97016 0.005 0.008 -0.045
H -3.74244 -2.42486 -4.28281 0.012 -0.007 -0.051
H -0.66368 -4.06766 -5.62755 -0.028 0.027 -0.015
H -1.66429 -4.21531 -4.17721 -0.073 -0.017 0.014
H 0.92969 -5.53367 -4.86211 0.006 -0.001 -0.007
H -0.24109 -6.04964 -3.65270 -0.017 -0.006 -0.019
H 2.15090 -4.97656 -2.85341 0.013 -0.012 -0.006
H 0.66147 -4.53544 -2.00961 0.013 0.013 0.040
H 2.00203 -2.98776 -4.28050 0.007 0.005 -0.012
H 1.52051 -2.34887 -2.71185 -0.009 -0.055 -0.055
H 0.39454 0.00453 -5.58624 -0.029 0.056 -0.006
H -0.83007 1.22297 -5.18820 0.022 0.016 -0.001
H -0.25059 0.65334 -7.79234 0.001 0.005 -0.002
H -1.93167 0.94362 -7.31678 -0.010 0.020 0.007
H -0.54502 -1.76805 -7.49921 0.016 0.000 -0.013
H -2.03600 -1.29319 -8.33854 -0.006 -0.017 -0.009
H -2.22729 -2.58927 -5.98113 -0.005 -0.111 0.030
H -3.26116 -1.18788 -6.25092 0.018 -0.004 0.015
O 1.71203 3.11356 0.39825 0.147 0.579 0.500
C 0.66913 3.77231 0.18837 0.026 0.393 0.167
O -0.47616 3.30888 -0.03675 -0.037 0.100 -0.019
C 0.81941 5.29210 0.19317 0.003 -0.033 0.006
C -0.28588 6.11837 0.03752 -0.009 -0.058 -0.013
C -0.13976 7.49743 0.05328 -0.015 0.049 -0.003
C 1.11766 8.06186 0.22175 0.004 -0.005 0.001
C 2.22681 7.24035 0.37578 -0.015 0.003 -0.002
C 2.07588 5.86146 0.36368 -0.009 0.016 0.006
H -1.25180 5.65014 -0.09661 -0.030 0.008 -0.005
H -1.00564 8.13694 -0.06766 -0.020 0.006 -0.002
H 1.23320 9.13876 0.23280 -0.001 0.017 -0.002
H 3.20901 7.67720 0.50610 0.024 0.007 0.003
H 2.92007 5.19697 0.48694 0.016 -0.009 0.001
```
Forces are in eV/Å.

Values from the calculation:
Multiplicity: 1
Energy in Ha: -3134.09392
M in g mol⁻¹: 944.81
Net charge: -1
ΔE to the lowest compared entry with this formula, charge and spin in kcal/mol: 6.3



2.
The following is a quantum chemistry calculation of a molecular structure, C43H55InNO5PS6Si in a non-equilibrium geometry, from the Open Molecules 2025 dataset.

```
113
Properties=species:S:1:pos:R:3:forces:R:3
In 0.40510 -0.70960 0.14950 0.489 0.059 -0.312
O 0.38970 1.76550 1.42870 0.190 -0.215 0.005
C 0.01030 3.09390 1.73710 -0.245 0.730 0.071
C -0.30330 3.12740 3.20960 0.131 -0.381 0.125
C -0.73760 4.23820 3.91020 0.028 0.082 -0.017
C -1.00910 4.11890 5.26210 -0.034 0.079 -0.098
C -0.86000 2.89510 5.89320 -0.010 -0.103 0.174
C -0.41040 1.78670 5.19690 -0.021 -0.054 -0.027
C -0.12060 1.90470 3.84640 -0.016 0.327 -0.505
P 0.54650 0.64410 2.67490 -0.185 -0.531 0.111
C 2.31220 0.67010 3.08640 -0.199 -0.301 -0.039
C 3.02280 -0.50160 3.30780 -0.087 0.150 0.002
C 4.37610 -0.45350 3.58420 0.124 -0.044 0.071
C 5.02820 0.76730 3.63990 0.024 -0.105 0.022
C 4.32100 1.94010 3.42990 0.083 0.143 -0.014
C 2.96820 1.89600 3.15420 -0.154 -0.072 -0.115
C -0.18850 -0.85940 3.57430 0.386 0.532 -0.419
C -1.31730 -1.44440 3.02910 0.034 0.029 0.079
C -1.94060 -2.49760 3.67700 -0.034 0.022 -0.013
C -1.41930 -2.97850 4.86620 -0.024 -0.080 0.036
C -0.28170 -2.40370 5.40480 0.075 0.001 0.059
C 0.33290 -1.33490 4.77000 -0.043 -0.057 0.035
H -0.87350 5.18540 3.40700 0.008 0.097 -0.028
H -1.34530 4.97850 5.82270 -0.059 0.059 0.041
H -1.10720 2.79870 6.93850 0.022 0.006 0.158
H -0.29840 0.84430 5.70950 -0.031 -0.058 0.045
H 2.51220 -1.44910 3.25390 0.072 0.010 0.060
H 4.92610 -1.37120 3.73880 0.012 -0.062 0.006
H 6.08870 0.80500 3.84510 0.053 0.006 0.018
H 4.82870 2.89260 3.47800 0.022 0.068 0.000
H 2.42020 2.81190 2.98580 0.008 0.089 0.013
H -1.69140 -1.06100 2.08750 -0.096 -0.021 -0.062
H -2.82960 -2.95200 3.26400 -0.111 -0.028 -0.067
H -1.89460 -3.80550 5.37120 -0.032 -0.096 0.027
H 0.13630 -2.79010 6.32190 0.045 -0.055 0.092
H 1.22200 -0.89580 5.19910 0.040 0.039 0.048
O -2.24300 -2.23070 0.01740 0.040 0.272 0.388
C -2.31180 -3.27590 -0.93150 -0.222 -0.546 -0.350
C -1.86160 -4.61480 -0.34600 0.096 0.412 0.005
C -0.43980 -4.52460 0.21750 -0.196 -0.064 -0.059
C 0.52500 -4.28430 -0.90340 -0.011 -0.363 0.298
C 1.05500 -5.34550 -1.63350 -0.024 0.150 -0.061
C 1.84120 -5.07540 -2.73820 -0.205 0.109 0.049
C 2.06260 -3.75330 -3.08610 -0.144 0.008 -0.034
C 1.53370 -2.76130 -2.28160 0.144 0.078 -0.483
N 0.79540 -3.02050 -1.21210 -0.368 0.450 0.325
H -2.76680 -2.50580 0.77840 0.024 0.114 0.071
H -1.65380 -2.96960 -1.74420 -0.097 -0.002 -0.072
H -3.33800 -3.36280 -1.31700 0.158 0.035 -0.048
H -1.90160 -5.37500 -1.12730 -0.104 -0.076 -0.026
H -2.54060 -4.91670 0.45560 -0.117 -0.040 -0.007
H -0.19700 -5.44770 0.74660 0.049 0.105 0.014
H -0.39210 -3.68900 0.92190 0.025 -0.192 -0.009
H 0.85360 -6.36110 -1.32680 -0.045 -0.074 0.056
H 2.26840 -5.87980 -3.31790 0.052 -0.070 -0.057
H 2.64750 -3.49650 -3.95380 0.091 0.069 -0.035
H 1.69020 -1.71140 -2.49440 0.155 -0.090 -0.083
C -1.14090 3.58970 0.85030 0.257 -0.487 0.002
C -2.29360 2.60490 0.59670 -0.318 0.500 0.561
C -2.86020 1.98950 1.87620 0.199 -0.037 -0.306
C -3.40900 3.38110 -0.11300 0.135 -0.186 0.075
O -1.80830 1.53630 -0.19750 -0.226 -0.075 -0.158
Si -1.58500 1.59460 -1.81830 0.412 -0.639 0.074
S -0.29360 -0.01390 -2.21760 0.192 -0.205 0.554
O -0.93750 3.03470 -2.19270 0.216 0.198 0.184
C -0.73600 3.65030 -3.46120 0.090 0.467 -0.353
C 0.66480 4.26510 -3.43620 -0.340 -0.202 0.054
C -0.84040 2.64300 -4.60140 -0.013 0.032 0.214
C -1.80930 4.73030 -3.61970 0.244 -0.271 0.083
O -2.98540 1.58260 -2.64290 -0.016 0.198 -0.091
C -3.93710 0.58510 -2.96110 -0.541 -0.312 -0.234
C -5.08990 1.31100 -3.66260 0.312 -0.150 0.201
C -3.30680 -0.44480 -3.89780 -0.071 0.175 0.205
C -4.43130 -0.09110 -1.68380 0.186 0.198 -0.211
H -1.54460 4.49570 1.30190 0.033 0.128 -0.021
H -0.73670 3.82460 -0.13400 -0.024 0.214 0.080
H 0.87460 3.74900 1.53800 -0.084 -0.135 0.059
H -3.08720 2.76330 2.60420 -0.018 0.051 0.160
H -2.14800 1.28650 2.30490 -0.093 0.040 0.071
H -3.77240 1.44660 1.64470 -0.144 -0.105 -0.062
H -3.84380 4.10930 0.56920 -0.029 0.070 0.051
H -4.18650 2.69680 -0.44320 -0.090 -0.023 0.002
H -3.01480 3.89800 -0.98280 -0.021 0.128 -0.118
H 1.40340 3.47590 -3.31930 0.112 -0.065 -0.003
H 0.76190 4.95630 -2.60260 -0.012 0.093 0.094
H 0.85200 4.79890 -4.36360 0.078 0.087 -0.121
H -0.13980 1.82810 -4.43940 0.150 -0.089 -0.091
H -0.62760 3.12430 -5.55170 0.064 0.058 -0.111
H -1.84210 2.22810 -4.62980 -0.127 -0.034 -0.132
H -1.71960 5.46990 -2.82700 -0.003 0.088 0.085
H -2.78940 4.26370 -3.56130 -0.154 -0.010 -0.014
H -1.70860 5.22760 -4.58040 -0.003 0.100 -0.128
H -4.72890 1.79640 -4.56530 0.038 0.050 -0.142
H -5.50610 2.07350 -3.00800 -0.053 0.066 0.089
H -5.87240 0.60510 -3.92740 -0.119 -0.068 -0.056
H -2.91090 0.04500 -4.78460 -0.007 0.047 -0.133
H -4.04900 -1.17950 -4.19640 -0.095 -0.131 -0.081
H -2.48070 -0.94010 -3.39490 -0.003 -0.138 -0.017
H -4.89710 0.63920 -1.02580 -0.078 0.063 0.080
H -3.58710 -0.53620 -1.16530 0.067 -0.161 0.153
H -5.16050 -0.86070 -1.92210 -0.094 -0.135 -0.014
C 5.71890 -2.15650 -1.48950 -0.150 -0.287 0.003
S 4.92190 -3.78480 -1.56490 0.212 0.142 0.053
C 3.91670 -3.84540 -0.12130 -0.133 -0.043 -0.106
C 3.20490 -2.86230 0.47950 0.208 -0.909 0.421
S 3.17950 -1.19820 0.12080 -0.672 1.031 -0.296
S 2.22940 -3.43410 1.85240 0.406 -0.413 -0.458
C 2.53550 -5.13830 1.69650 0.200 0.278 -0.145
S 1.79160 -6.26930 2.61490 -0.066 -0.236 0.159
S 3.73070 -5.48490 0.48660 -0.187 0.356 0.364
H 6.54480 -2.21340 -2.19210 0.141 -0.001 -0.020
H 6.07750 -1.97820 -0.48170 0.110 0.099 0.023
H 5.01100 -1.38860 -1.78020 0.151 0.040 0.007
```
Forces are in eV/Å.

Values from the calculation:
Multiplicity: 1
Energy in Ha: -5312.83161
M in g mol⁻¹: 1032.19
Net charge: 0
ΔE to the lowest compared entry with this formula, charge and spin in kcal/mol: 19.5